{"formula": "C39H78ClN5O12P", "method": "ωB97M-V with the def2-TZVPD basis set", "symbols": ["C", "C", "O", "N", "C", "C", "C", "C", "C", "N", "C", "C", "C", "C", "N", "C", "N", "C", "C", "O", "C", "C", "C", "C", "C", "C", "C", "N", "P", "O", "Cl", "H", "H", "H", "H", "H", "H", "H", "H", "H", "H", "H", "H", "H", "H", "H", "H", "H", "H", "H", "H", "H", "H", "H", "H", "H", "H", "H", "H", "H", "H", "H", "H", "H", "H", "H", "H", "C", "O", "C", "C", "O", "C", "C", "O", "C", "H", "H", "H", "H", "H", "H", "H", "H", "H", "H", "H", "H", "H", "H", "C", "O", "C", "C", "O", "C", "C", "O", "C", "H", "H", "H", "H", "H", "H", "H", "H", "H", "H", "H", "H", "H", "H", "C", "O", "C", "C", "O", "C", "C", "O", "C", "H", "H", "H", "H", "H", "H", "H", "H", "H", "H", "H", "H", "H", "H"], "positions_angstrom": [[-7.30394, -1.70907, 5.17766], [-7.62090, -3.15332, 4.56512], [-8.63981, -3.74833, 4.98653], [-6.74580, -3.84955, 3.55644], [-5.52756, -4.24964, 4.33405], [-6.45050, -2.83323, 2.50425], [-5.79044, -3.42416, 1.16937], [-4.76052, -2.36941, 0.46661], [-3.50614, -2.16552, 1.46010], [-2.19085, -2.58359, 0.83585], [-1.88471, -4.05343, 0.91122], [-1.30090, -4.34428, 2.37898], [-1.82659, -5.69898, 3.05976], [-1.60929, -5.51746, 4.66489], [-0.17573, -5.37992, 5.05175], [-1.35591, -1.74439, 0.24192], [-1.80171, -0.31571, 0.19532], [-0.59383, 0.50334, 0.50489], [0.35961, 0.44953, -0.77933], [-0.24290, 1.32653, -1.79227], [1.78715, 1.08361, -0.44342], [2.93876, 1.23310, -1.50512], [4.35886, 1.81765, -1.16186], [4.70300, 2.28719, 0.28791], [3.58347, 2.16008, 1.34417], [2.16464, 1.57530, 1.00036], [0.39460, -1.04589, -1.35162], [-0.09031, -2.09948, -0.40280], [1.17150, -2.58351, 0.74994], [2.66260, -1.84667, 0.35136], [1.50578, -4.65562, 0.28033], [-7.38111, -0.94948, 4.30808], [-6.20498, -1.63148, 5.53046], [-7.96940, -1.41802, 6.05561], [-4.60133, -3.61433, 4.12329], [-5.27280, -5.37218, 4.23787], [-5.76919, -4.09824, 5.45367], [-5.81699, -1.96468, 2.90028], [-7.46750, -2.37121, 2.20372], [-6.55277, -3.83663, 0.41314], [-5.13078, -4.33371, 1.45265], [-5.36733, -1.41313, 0.30340], [-4.45089, -2.83524, -0.54155], [-3.66474, -2.92250, 2.32014], [-3.45686, -1.14174, 1.95426], [-1.24997, -4.44261, 0.04987], [-2.90528, -4.58717, 0.85443], [-1.67107, -3.47917, 3.05345], [-0.16491, -4.33946, 2.45761], [-1.24529, -6.63814, 2.77447], [-2.94826, -5.84194, 2.86554], [-2.11675, -4.50871, 4.91491], [-2.10896, -6.37580, 5.24399], [0.45929, -5.35728, 4.24659], [-0.01045, -4.59353, 5.69244], [-2.11898, -0.08166, -0.76563], [-0.81526, 1.54835, 0.89699], [-0.02989, -0.04738, 1.35442], [0.06874, 2.23914, -1.56732], [2.71494, 0.88736, -2.56649], [5.21506, 1.90073, -1.92255], [5.71284, 2.68960, 0.61668], [3.79582, 2.46595, 2.43159], [1.44793, 1.51253, 1.89128], [1.42631, -1.28168, -1.80459], [-0.33250, -1.06534, -2.25228], [3.41273, -2.34378, 0.77297], [4.56257, -1.68197, -8.18659], [4.67894, -0.27366, -8.07831], [3.43361, 0.39002, -7.88367], [3.51874, 1.41569, -6.75351], [3.67849, 0.87560, -5.43978], [4.90808, 0.21331, -5.14740], [6.15064, 1.10589, -5.13879], [6.46499, 1.57178, -6.44324], [6.79176, 2.95196, -6.49988], [4.36635, -1.95729, -9.22808], [5.51473, -2.12243, -7.88174], [3.78025, -2.08556, -7.53563], [2.62370, -0.31458, -7.68625], [3.20932, 0.92062, -8.81799], [2.56346, 1.95057, -6.73028], [4.27113, 2.17231, -6.95329], [5.04485, -0.65380, -5.79160], [4.78612, -0.18629, -4.13330], [7.00550, 0.51466, -4.78975], [5.99635, 1.93205, -4.43750], [6.22505, 3.54092, -5.77263], [6.53104, 3.31409, -7.49814], [7.86464, 3.08631, -6.34818], [-7.24354, -2.44588, 9.36097], [-8.49573, -1.80574, 9.19508], [-9.55810, -2.70194, 8.87159], [-10.79401, -2.43605, 9.73105], [-10.66290, -2.75554, 11.11667], [-9.75931, -1.96829, 11.89149], [-10.15007, -0.50070, 12.07566], [-10.06156, 0.21995, 10.85187], [-11.16807, 1.07053, 10.60361], [-6.74262, -2.53194, 8.38987], [-6.63057, -1.82273, 10.01657], [-7.33842, -3.43221, 9.82567], [-9.25411, -3.74526, 8.97043], [-9.81866, -2.51660, 7.82151], [-11.59105, -3.08850, 9.35974], [-11.16287, -1.42303, 9.60198], [-8.74157, -2.06859, 11.51726], [-9.75253, -2.43037, 12.88514], [-9.44868, -0.03596, 12.77824], [-11.15348, -0.44686, 12.50796], [-12.10318, 0.65492, 10.98942], [-11.27061, 1.17352, 9.51936], [-10.98266, 2.05764, 11.03351], [12.31649, 5.62306, -9.65876], [11.06074, 6.26012, -9.82018], [9.99792, 5.36091, -10.12219], [8.77040, 5.63620, -9.25382], [8.91564, 5.33314, -7.86517], [9.82879, 6.13157, -7.11259], [9.44106, 7.60209, -6.94612], [9.51575, 8.30335, -8.18100], [8.40735, 9.15111, -8.42986], [12.80864, 5.52505, -10.63207], [12.93410, 6.25522, -9.01650], [12.22649, 4.64234, -9.18083], [10.30362, 4.31883, -10.01403], [9.72682, 5.53390, -11.17177], [7.96958, 4.97904, -9.60930], [8.39963, 6.64737, -9.39107], [10.84183, 6.02482, -7.49710], [9.84712, 5.68412, -6.11205], [10.15095, 8.07686, -6.25889], [8.44255, 7.66341, -6.50290], [7.47614, 8.74246, -8.02696], [8.29270, 9.23735, -9.51422], [8.59856, 10.14455, -8.01751]], "lowdin_charge": [-0.017, -0.411, 0.062, -0.125, -0.089, -0.222, -0.164, -0.145, -0.119, -0.020, -0.123, -0.212, -0.170, -0.281, -0.027, -0.232, 0.061, -0.125, -0.415, -0.041, -0.117, 0.008, -0.034, -0.058, -0.061, -0.021, -0.112, -0.210, 0.698, -0.337, 0.205, 0.088, 0.090, 0.090, 0.074, 0.103, 0.104, 0.111, 0.148, 0.128, 0.102, 0.122, 0.125, 0.098, 0.139, 0.106, 0.131, 0.117, 0.035, 0.122, 0.103, 0.100, 0.117, 0.054, 0.072, 0.145, 0.153, 0.116, 0.124, 0.095, 0.086, 0.095, 0.095, 0.086, 0.145, 0.154, 0.083, -0.111, -0.201, -0.184, -0.169, -0.139, -0.177, -0.193, -0.197, -0.099, 0.089, 0.089, 0.084, 0.118, 0.128, 0.127, 0.107, 0.107, 0.115, 0.128, 0.107, 0.088, 0.088, 0.085, -0.113, -0.209, -0.181, -0.170, -0.120, -0.173, -0.186, -0.206, -0.109, 0.071, 0.089, 0.090, 0.123, 0.120, 0.130, 0.106, 0.104, 0.129, 0.125, 0.121, 0.087, 0.087, 0.086, -0.111, -0.202, -0.184, -0.169, -0.138, -0.171, -0.188, -0.201, -0.108, 0.088, 0.089, 0.086, 0.120, 0.127, 0.124, 0.106, 0.107, 0.125, 0.126, 0.119, 0.085, 0.089, 0.087], "e_lumo_ev": -3.51, "charge": 1, "gap_ev": 6.574, "energy_ev": -95520.687, "max_force_ev_per_a": 4.89}